13
Properties=species:S:1:pos:R:3:forces:R:3 method="wB97M-V/def2-TZVPD" orbital_gap_ev=9.95 e_tot_ev=-19069.5186
H 2.53046 -1.82723 0.16749 1.48 1.88 -0.76
N 2.99726 -0.93807 -0.29227 -0.53 -3.42 1.01
C 2.10902 -0.08945 -0.39418 -3.17 3.42 -0.50
N 0.72671 -0.16182 0.11835 -0.19 -2.71 -0.76
C -0.20735 0.89520 -0.07945 2.17 2.07 -1.77
O 0.15692 2.03447 -0.52909 -1.07 -4.13 1.76
C -1.64214 0.68953 0.30465 -3.07 0.29 2.74
S -2.87084 -0.62189 -0.50808 2.09 0.03 1.08
H 2.18696 0.90318 -0.92563 0.53 -1.07 0.72
H 0.41976 -1.24689 0.18182 0.31 3.71 0.07
H -2.12716 1.75296 0.35029 0.66 -2.11 -0.96
H -1.84964 0.40797 1.42070 1.25 0.26 -1.85
H -2.42995 -1.79797 0.18540 -0.45 1.77 -0.79



15
Properties=species:S:1:pos:R:3:forces:R:3 method="wB97M-V/def2-TZVPD" smiles=CN1C[C@H]1CO orbital_gap_ev=10.49 e_tot_ev=-7830.0821
C -1.92581 0.61307 -0.09324 -0.13 0.06 0.04
N -0.53054 0.36073 -0.42809 -0.06 0.04 -0.04
C -0.22363 -1.05912 -0.51813 0.00 -0.30 -0.13
C 0.33259 -0.24124 0.58040 0.08 -0.04 0.12
C 1.80283 0.13732 0.51670 -0.05 -0.10 0.31
O 2.21114 0.40337 -0.80313 -0.10 0.24 -0.11
H -2.53181 0.32423 -0.95880 0.04 0.12 0.14
H -2.27862 0.02590 0.77174 0.12 0.08 -0.11
H -2.10116 1.67372 0.10654 0.12 -0.12 0.03
H -1.03015 -1.75074 -0.27782 0.11 0.09 -0.05
H 0.42061 -1.33986 -1.34601 -0.07 -0.04 0.14
H -0.07796 -0.38439 1.58246 0.03 0.03 -0.20
H 2.39416 -0.71693 0.86759 -0.06 0.15 0.00
H 2.02114 0.98785 1.18183 -0.12 -0.08 -0.11
H 1.51722 0.96609 -1.18203 0.09 -0.11 -0.03



Quick rundown of LUMO level, same order as above: 0.00257 0.04131 Eh